Below is a structure of composition H32O20PZr2, with properties calculated with ωB97M-V with the def2-TZVPD basis set.

The orbital gap is 0.222 hartree. Its HOMO energy is -24.57 eV. Its total energy is -1957.64259 Ha.

Structure (ORCA input):
```
! wB97M-V def2-TZVPD RIJCOSX def2/J DEFGRID3
* xyz 5 1
Zr -0.42005 -1.88180 -3.13938
Zr 0.13485 1.55216 1.95551
P -0.17650 0.08909 -0.13393
O -0.21382 -0.80299 -1.44695
O 0.79959 -0.14023 0.98794
O -1.21009 0.23739 1.06328
O 0.11494 1.57382 -0.09746
O -1.26220 3.37728 1.54361
H -1.24247 4.33182 1.61208
H -2.13821 3.17844 1.21298
O 0.13662 0.00726 3.67239
H -0.14875 -0.90560 3.63407
H 0.30318 0.16785 4.60121
O -1.18245 2.42452 -2.39418
H -1.93372 2.92344 -2.07338
H -0.68354 2.20876 -1.60630
O 1.94677 1.62096 -2.52658
H 2.84116 1.85757 -2.28096
H 1.39498 2.07413 -1.88910
O 1.68640 -0.97059 -3.19216
H 1.75494 -0.03116 -3.02181
H 2.57042 -1.30646 -3.04414
O 1.41487 3.41359 1.47970
H 2.10218 3.87936 1.95603
H 1.46943 3.75336 0.58649
O 2.05384 -2.49651 0.78714
H 1.60337 -1.68156 1.00887
H 1.75237 -3.12382 1.44428
O 2.31040 1.33738 2.64014
H 2.99357 2.00635 2.68463
H 2.76937 0.51417 2.80715
O 3.41326 -0.08290 -0.15731
H 3.15681 0.55556 -0.82277
H 2.59420 -0.50980 0.09394
O -0.69907 -2.56020 2.91668
H -1.29528 -2.26146 2.23000
H -1.27445 -2.87681 3.61304
O -1.92401 1.42461 3.34316
H -2.61478 2.03968 3.58962
H -2.04120 0.68208 3.93574
O 0.96757 -3.14914 -1.78280
H 1.40052 -3.98644 -1.94927
H 1.21334 -2.92621 -0.88496
O -1.77106 -3.03701 -1.41736
H -2.31231 -2.71412 -0.69693
H -2.08706 -3.92672 -1.57486
O -0.44254 0.32297 -4.05787
H -0.51715 1.19611 -3.67279
H -0.38669 0.48032 -5.00040
O -2.55668 -1.13255 -3.20078
H -3.27910 -1.35023 -2.61175
H -2.96915 -0.65371 -3.91968
O -2.63422 -1.92695 0.91407
H -2.08376 -1.14552 0.86311
H -3.39861 -1.64951 1.41902
*
```

Atomic partial charges in e from the Löwdin method, atoms 1 to 6: atom 1 (Zr): 2.371, atom 2 (Zr): 2.101, atom 3 (P): 0.358, atom 4 (O): -0.383, atom 5 (O): -0.424, atom 6 (O): -0.408

***

Below is the ion C7H17BrNO2 with charge +1, with properties calculated with ωB97M-V with the def2-TZVPD basis set.

The orbital gap is 0.382 hartree. Its HOMO energy is -13.62 eV. Its total energy is -3055.87211 Ha. The structure (SMILES) is CC(C)[C@](C)([NH3+])O[C@](C)(O)Br. Its energy above the lowest of the compared OMol25 structures with the same formula, charge and spin is 0.0000 eV.

Structure (ORCA input):
```
! wB97M-V def2-TZVPD RIJCOSX def2/J DEFGRID3
* xyz 1 1
C -1.69344 0.70386 -1.36963
C -0.57733 2.47103 -0.07353
C -1.37620 -1.30879 0.92245
C 1.97793 -1.55746 -1.61914
C -1.22450 1.15543 0.04704
C -0.43577 -0.11353 0.64639
C 1.62468 -1.05411 -0.35356
N 0.24658 0.29853 1.88054
O 1.78299 -1.72282 0.83817
O 0.43155 -0.39205 -0.40943
Br 2.94917 0.61269 -0.06051
H -0.83747 0.38107 -2.00230
H -1.96354 1.49906 -1.88364
H -2.45044 -0.07319 -1.30034
H 0.37876 2.49030 -0.57073
H -0.47889 3.06849 0.82182
H -1.14798 3.07297 -0.73362
H -2.41406 -1.29951 0.46603
H -1.46205 -1.50566 1.96751
H -0.99898 -2.16091 0.38453
H 1.83103 -2.61934 -1.62915
H 3.01666 -1.31244 -1.87263
H 1.35281 -1.10642 -2.40826
H -2.16848 1.12935 0.69564
H -0.45395 0.96958 2.35243
H 0.25335 -0.50768 2.57486
H 1.12850 0.75277 1.56546
H 2.70910 -1.87123 1.12361
*
```

Atomic partial charges in e from the Löwdin method, atoms 1 to 6: atom 1 (C): -0.018, atom 2 (C): -0.066, atom 3 (C): 0.041, atom 4 (C): -0.049, atom 5 (C): -0.306, atom 6 (C): -0.489

***

Below is an isolated molecule of C5H10O2, with properties calculated with ωB97M-V with the def2-TZVPD basis set.

The orbital gap is 0.398 hartree. Its HOMO energy is -9.86 eV. Its total energy is -346.96834 Ha. The structure (SMILES) is OC[C@H]1CCCO1. Its energy above the lowest of the compared OMol25 structures with the same formula, charge and spin is 1.5537 eV.

Structure (ORCA input):
```
! wB97M-V def2-TZVPD RIJCOSX def2/J DEFGRID3
* xyz 0 1
O -2.38584 -0.73890 0.32256
C -1.86243 0.19565 -0.58336
C -0.34037 -0.02979 -0.80899
C 0.57821 1.07073 -0.24422
C 1.71270 0.26836 0.39758
C 0.92665 -0.91247 0.94275
O 0.04758 -1.24193 -0.12975
H -1.65892 -1.37925 0.44411
H -2.01910 1.20557 -0.18289
H -2.39932 0.13061 -1.54013
H -0.14188 -0.19797 -1.87334
H 0.04024 1.63697 0.52556
H 0.91787 1.77273 -1.01266
H 2.30780 0.81406 1.13960
H 2.38241 -0.12101 -0.37737
H 0.35206 -0.65608 1.84804
H 1.52629 -1.80140 1.13862
*
```

Atomic partial charges in e from the Löwdin method, atoms 1 to 6: atom 1 (O): -0.062, atom 2 (C): -0.210, atom 3 (C): -0.277, atom 4 (C): -0.131, atom 5 (C): -0.156, atom 6 (C): -0.191

***

Below is the ion C27H55Cl2N3O3P with charge +1, with properties calculated with ωB97M-V with the def2-TZVPD basis set.

The orbital gap is 0.307 hartree. Its HOMO energy is -11.47 eV. Its total energy is -2712.82131 Ha.

Structure (ORCA input):
```
! wB97M-V def2-TZVPD RIJCOSX def2/J DEFGRID3
* xyz 1 1
C 3.04878 -2.30970 2.22438
C 1.97098 -3.27022 1.41006
C 2.64103 -4.74114 1.05973
C 3.02519 -4.83255 -0.56323
C 4.27676 -3.79425 -0.92689
C 3.84299 -2.73465 -2.14487
C 3.38832 -1.25157 -1.54375
C 3.87089 -0.08545 -2.62007
C 4.11857 1.33736 -1.77634
C 3.86953 2.61903 -2.76781
C 2.35693 3.31001 -2.59287
C 1.16875 2.25629 -2.99972
C -0.33737 2.68920 -2.46782
C -1.22930 1.27514 -2.44689
C -2.32279 1.38402 -1.18595
C -1.85110 0.51154 0.11652
C -1.11773 1.44120 1.26388
C 0.50263 1.32295 0.99475
C 1.40081 2.51598 1.66983
N 0.61159 3.67289 2.24066
C -1.56926 1.11055 2.80426
C -0.76242 -0.21714 3.42401
N 0.58040 0.21065 4.05253
N -3.06114 1.03742 3.03829
C -3.86966 0.48659 1.88532
C -4.75107 1.70974 1.22014
Cl -4.13782 3.49220 1.07317
C -6.15553 1.49881 0.68361
C -6.98574 2.77542 -0.00730
Cl -7.04716 -0.12487 0.73972
C -3.01699 -0.40836 0.80758
C -3.94732 -1.25662 -0.26342
P -2.97244 -2.52761 -1.30925
O -2.32042 -1.78176 -2.55486
O -1.84754 -3.48322 -0.37472
O -4.18407 -3.63114 -1.99280
H 2.68438 -2.08618 3.31517
H 3.29475 -1.35470 1.58487
H 4.07731 -2.90659 2.32323
H 1.71365 -2.75120 0.36890
H 0.93967 -3.40120 1.98642
H 1.84527 -5.57387 1.35003
H 3.61175 -4.97514 1.69151
H 2.09986 -4.53932 -1.25184
H 3.41486 -5.91573 -0.83553
H 4.62823 -3.22953 0.05328
H 5.19848 -4.39609 -1.35072
H 4.83815 -2.52790 -2.76342
H 3.03255 -3.20571 -2.86396
H 2.21928 -1.22533 -1.32901
H 3.99681 -1.08299 -0.53230
H 3.00522 0.08447 -3.41867
H 4.88383 -0.34375 -3.15838
H 5.21148 1.26032 -1.35291
H 3.33595 1.40815 -0.87845
H 4.72430 3.40024 -2.53938
H 4.06096 2.25256 -3.88000
H 2.33435 4.17622 -3.41283
H 2.21501 3.79415 -1.52597
H 1.13790 2.09306 -4.15967
H 1.41773 1.23441 -2.46484
H -0.17358 3.09005 -1.35631
H -0.83360 3.53378 -3.10922
H -1.87615 1.27959 -3.45041
H -0.55828 0.32109 -2.33549
H -3.36429 1.09850 -1.63464
H -2.37496 2.54905 -0.94352
H -1.01483 -0.24659 -0.27049
H -1.45608 2.56094 1.03473
H 0.95014 0.25177 1.27178
H 0.63795 1.40118 -0.18881
H 2.17637 2.03664 2.42071
H 2.06394 2.97128 0.78796
H 0.40765 3.55188 3.25700
H 1.24209 4.51881 2.11793
H -1.17697 2.02340 3.46640
H -0.46245 -0.98273 2.56982
H -1.36302 -0.72588 4.30893
H 0.47376 1.11253 4.56865
H 0.89127 -0.48078 4.77003
H -3.39017 1.97053 3.40015
H -3.20092 0.36183 3.84897
H -4.66934 -0.25597 2.36949
H -6.27990 3.14001 -0.89847
H -7.98178 2.40906 -0.54752
H -7.15744 3.66437 0.73522
H -2.44581 -1.23795 1.44878
H -4.63034 -0.52689 -0.90446
H -4.71152 -1.88518 0.40063
H -1.81532 -4.38068 -0.85353
H -5.01540 -3.51873 -1.40978
*
```

Atomic partial charges in e from the Löwdin method, atoms 1 to 6: atom 1 (C): -0.141, atom 2 (C): -0.250, atom 3 (C): -0.222, atom 4 (C): -0.205, atom 5 (C): -0.198, atom 6 (C): -0.202

***

Below is a structure of composition C6H6IrNO2S4, with properties calculated with ωB97M-V with the def2-TZVPD basis set.

The orbital gap (alpha / beta) is 0.266 / 0.217 hartree. Its HOMO energy (alpha / beta) is -11.83 / -12.19 eV. Its total energy is -2134.31831 Ha. Its energy above the lowest of the compared OMol25 structures with the same formula, charge and spin is 0.5084 eV.

Structure (ORCA input):
```
! wB97M-V def2-TZVPD RIJCOSX def2/J DEFGRID3
* xyz 1 2
Ir 0.27507 -0.05657 -0.11833
N -1.48767 -2.75959 -2.70893
C -1.15000 -2.06785 -1.64253
O -0.57427 -0.94714 -1.77840
C -1.39235 -2.51473 -0.25022
C -0.27225 -1.90207 0.59242
H -1.30223 -2.38390 -3.62729
H -1.95033 -3.64971 -2.63034
H -1.50566 -3.59450 -0.15030
H -2.34335 -2.05527 0.04099
H 0.67820 -2.44130 0.43788
H -0.51571 -1.91914 1.65021
O 1.41643 5.94486 2.83566
C 1.21645 4.91582 2.29397
S 2.53883 3.83840 1.69483
C 1.51003 2.63757 1.07194
C 0.12183 2.82352 1.21805
S -0.92677 1.64512 0.62187
S -0.42930 4.25093 2.00005
S 2.08912 1.24254 0.25790
*
```

Atomic partial charges in e from the Löwdin method, atoms 1 to 6: atom 1 (Ir): 0.777, atom 2 (N): 0.244, atom 3 (C): -0.487, atom 4 (O): -0.141, atom 5 (C): -0.164, atom 6 (C): -0.275

***

Below is the ion C3H2N3 with charge +1, with properties calculated with ωB97M-V with the def2-TZVPD basis set.

The orbital gap (alpha / beta) is 0.308 / 0.310 hartree. Its HOMO energy (alpha / beta) is -16.21 / -15.73 eV. Its total energy is -279.25039 Ha. The structure (SMILES) is c1nnc[nH+]c#1. Its energy above the lowest of the compared OMol25 structures with the same formula, charge and spin is 0.0367 eV.

Structure (ORCA input):
```
! wB97M-V def2-TZVPD RIJCOSX def2/J DEFGRID3
* xyz 1 1
C 1.06377 0.32889 2.60468
C 0.02623 -0.36505 2.02531
C 0.73151 0.50619 0.11406
N 2.01220 0.94443 2.00768
N 1.71658 0.89217 0.72657
N -0.26402 -0.30161 0.80718
H 0.44684 0.60197 -0.94065
H -0.98052 -0.65960 0.15179
*
```

Atomic partial charges in e from the Löwdin method, atoms 1 to 6: atom 1 (C): 0.131, atom 2 (C): 0.117, atom 3 (C): -0.043, atom 4 (N): 0.153, atom 5 (N): 0.090, atom 6 (N): 0.176